A structure of composition C34H35AlIN3OPS5SeSi, computed with ωB97M-V/def2-TZVPD.

## Properties
E_LUMO = -2.89 eV
HOMO-LUMO gap = 0.2432 hartree
Total energy = -193732.317 eV

Structure (ORCA input):
```
! wB97M-V def2-TZVPD RIJCOSX def2/J DEFGRID3
* xyz 1 1
Al -0.05529 0.10654 -0.36687
I -1.99869 0.41770 2.60516
C -1.72261 -1.47198 3.45585
C -1.38748 -1.43049 4.77973
C -1.42837 -2.59771 5.56623
C -1.90380 -3.74366 5.01186
C -2.26219 -3.79958 3.64190
C -2.83388 -4.99299 3.14120
C -3.22479 -5.08536 1.84217
C -2.92626 -4.02583 0.96962
C -2.31457 -2.86616 1.38628
P -1.65567 -1.92503 -0.06730
C -0.57814 -3.18369 -0.85157
C -0.12994 -2.94785 -2.15304
C 0.73514 -3.83306 -2.77595
C 1.18765 -4.95523 -2.09686
C 0.78010 -5.17798 -0.79099
C -0.08930 -4.29618 -0.16656
C -3.15129 -1.78885 -1.11253
C -3.32971 -2.44936 -2.32097
C -4.50123 -2.27552 -3.04943
C -5.50394 -1.44800 -2.57357
C -5.33852 -0.79595 -1.35612
C -4.17074 -0.96328 -0.63333
C -2.08305 -2.67217 2.78645
H -1.12836 -0.48818 5.24058
H -1.14921 -2.55320 6.60939
H -2.02824 -4.63688 5.60992
H -2.97540 -5.82042 3.82449
H -3.69705 -5.97969 1.46106
H -3.13464 -4.16377 -0.08444
H -0.45178 -2.05914 -2.68379
H 1.06730 -3.64052 -3.78687
H 1.87465 -5.63889 -2.57583
H 1.15474 -6.03348 -0.24526
H -0.38310 -4.48394 0.85619
H -2.56909 -3.11935 -2.69902
H -4.62900 -2.80019 -3.98661
H -6.41722 -1.32084 -3.13872
H -6.12976 -0.17018 -0.96368
H -4.05677 -0.46278 0.32165
C 4.80761 2.25258 -0.37857
S 3.99156 1.37267 0.97359
C 3.77650 -0.22452 0.28215
C 2.70122 -0.99125 0.51538
S 1.25242 -0.52416 1.40863
S 2.72031 -2.57437 -0.20631
C 4.21043 -2.43218 -1.06033
S 4.81632 -3.58734 -2.04351
S 5.01074 -0.92362 -0.73726
H 4.94425 3.27273 -0.02447
H 4.19119 2.25322 -1.27459
H 5.78699 1.82854 -0.58729
C -1.41333 -0.18351 -4.21026
Si 0.38283 0.33315 -4.26846
C 1.44801 -0.85735 -5.20640
C 0.49459 2.05398 -4.96680
Se 1.35209 0.45452 -2.19020
H -1.93898 0.26595 -5.05693
H -1.89241 0.16555 -3.29425
H -1.54854 -1.26340 -4.28198
H 1.06581 -1.01868 -6.21732
H 1.50138 -1.81804 -4.69368
H 2.46448 -0.46813 -5.28358
H 0.25585 2.05249 -6.03326
H 1.49289 2.47322 -4.84103
H -0.21743 2.70850 -4.45979
C -3.45142 3.11864 -1.46724
N -2.23026 3.21557 -0.66105
C -1.86747 4.33892 0.03018
C -0.75811 4.38473 0.79671
C 0.06230 3.21254 0.86189
N -0.30619 2.13743 0.16641
C -1.43942 2.12218 -0.54553
O -1.71438 1.01375 -1.06896
N 1.17595 3.14571 1.56712
H -3.94603 4.08566 -1.45588
H -4.10588 2.35431 -1.05252
H -3.19345 2.84458 -2.48774
H -2.52834 5.18735 -0.07711
H -0.49082 5.28378 1.32918
H 1.48993 3.93062 2.11132
H 1.74630 2.30212 1.54761
*
```